No. 1
C3H4N2O | ωB97M-V/def2-TZVPD

- ΔE to the lowest compared entry with this formula, charge and spin (kcal per mole) = 55.0
- total energy (eV) = -8201.4986
- LUMO (eV) = 0.81
- structure (SMILES) = Nc1cnco1

Cartesian coordinates (Å):
N  1.66  -0.10  0.24
C  0.31  -0.05  0.04
C  -0.45  0.99  0.37
N  -1.77  0.65  0.15
C  -1.71  -0.56  -0.29
O  -0.44  -1.07  -0.39
H  2.15  -0.96  0.05
H  2.31  0.55  -0.19
H  0.46  1.77  0.60
H  -2.51  -1.21  -0.58

No. 2
C42H69Cu2N6O | ωB97M-V/def2-TZVPD

- spin multiplicity = 2
- charge = +8
- total energy (eV) = -144826.2521
- <S²> = 0.753
- LUMO (spin up / spin down) (eV) = -21.71 / -23.31

Cartesian coordinates (Å):
C  -2.22  -5.64  -0.22
N  -2.52  -4.38  -0.98
C  -2.99  -4.52  -2.24
C  -3.38  -3.38  -2.98
C  -3.20  -2.10  -2.41
C  -2.58  -2.05  -1.14
C  -2.19  -3.18  -0.44
C  -3.65  -0.87  -3.08
C  -2.81  0.24  -3.09
C  -3.35  1.46  -3.36
N  -4.58  1.54  -3.83
C  -5.39  0.48  -4.02
C  -4.88  -0.80  -3.71
C  -5.10  2.90  -4.24
H  -2.81  -6.44  -0.67
H  -2.45  -5.61  0.85
H  -1.15  -5.73  -0.36
H  -3.00  -5.51  -2.68
H  -3.62  -3.56  -4.02
H  -2.40  -1.15  -0.57
H  -1.67  -3.13  0.51
H  -1.87  0.09  -2.57
H  -2.87  2.41  -3.16
H  -6.39  0.67  -4.37
H  -5.49  -1.69  -3.73
H  -4.36  3.42  -4.84
H  -5.28  3.34  -3.26
H  -6.07  2.87  -4.74
C  5.06  3.99  1.45
N  4.45  2.76  1.80
C  3.24  2.46  1.20
C  2.54  1.31  1.55
C  3.12  0.44  2.42
C  4.44  0.66  2.87
C  5.12  1.86  2.60
C  2.34  -0.78  2.82
C  1.33  -1.42  2.04
C  0.78  -2.63  2.47
N  1.03  -3.14  3.67
C  1.87  -2.45  4.51
C  2.48  -1.28  4.12
C  0.41  -4.42  4.16
H  4.35  4.81  1.30
H  5.61  3.89  0.51
H  5.84  4.21  2.18
H  2.76  3.20  0.58
H  1.62  1.25  0.99
H  5.04  0.04  3.51
H  6.11  2.13  2.93
H  1.07  -1.03  1.07
H  0.10  -3.24  1.89
H  1.87  -2.77  5.54
H  3.01  -0.74  4.89
H  0.25  -4.30  5.24
H  1.16  -5.19  3.98
H  -0.43  -4.78  3.57
Cu  -1.41  2.33  -0.82
Cu  0.98  2.27  -1.22
C  -3.26  6.17  4.67
C  -2.75  6.17  3.25
C  -1.86  4.97  2.90
C  -2.76  3.72  2.84
N  -2.35  2.41  3.56
C  -1.89  2.55  5.01
C  -1.00  1.36  5.30
C  -0.30  1.07  4.00
C  -1.05  1.92  2.95
C  -3.54  1.33  3.44
H  -2.47  6.03  5.41
H  -3.87  5.32  4.96
H  -3.85  7.05  4.95
H  -2.14  7.07  3.18
H  -3.60  6.32  2.60
H  -1.06  4.81  3.63
H  -1.37  5.07  1.93
H  -2.85  3.33  1.82
H  -3.78  3.90  3.18
H  -2.79  2.66  5.61
H  -1.35  3.48  5.20
H  -1.52  0.44  5.55
H  -0.27  1.59  6.08
H  -0.33  -0.01  3.92
H  0.77  1.28  3.99
H  -1.10  1.43  1.98
H  -0.42  2.81  2.85
H  -2.99  0.38  3.49
H  -3.98  1.36  2.44
H  -4.26  1.55  4.22
C  5.87  -4.65  -5.09
C  5.02  -3.31  -5.17
C  3.98  -2.98  -4.07
C  3.48  -1.52  -4.18
N  2.35  -1.19  -3.15
C  1.82  0.20  -3.66
C  0.73  -0.04  -4.73
C  0.42  -1.57  -4.53
C  1.04  -2.02  -3.20
C  2.92  -1.00  -1.66
H  6.65  -4.75  -4.34
H  6.35  -4.85  -6.05
H  5.27  -5.54  -4.91
H  4.53  -3.12  -6.12
H  5.79  -2.53  -5.20
H  4.40  -3.07  -3.07
H  3.15  -3.69  -4.11
H  3.08  -1.41  -5.19
H  4.33  -0.84  -4.13
H  1.32  0.68  -2.82
H  2.65  0.83  -3.98
H  -0.17  0.54  -4.51
H  1.12  0.23  -5.71
H  -0.65  -1.77  -4.57
H  0.85  -2.23  -5.29
H  0.37  -1.63  -2.43
H  1.10  -3.10  -3.09
H  3.65  -0.19  -1.66
H  3.34  -1.97  -1.42
H  2.09  -0.78  -0.98
O  -0.14  0.38  -0.59
H  -0.62  0.25  0.25

No. 3
C10H10ClOP | ωB97M-V/def2-TZVPD

- ΔE to the lowest compared entry with this formula, charge and spin (kcal per mole) = 23.4
- total energy (eV) = -34389.3819
- LUMO (eV) = 0.57
- structure (SMILES) = O=[P@](Cl)(C1=CCC=C1)C1C=CC=C1

Cartesian coordinates (Å):
C  -0.27  -1.03  -1.54
C  0.06  -2.10  -2.28
C  -1.41  0.07  1.43
C  0.93  -0.19  -1.32
C  1.54  -2.14  -2.43
C  -2.21  0.96  2.04
C  -0.23  2.03  1.40
C  -0.11  0.70  1.22
C  -1.61  2.30  2.08
C  2.03  -0.99  -1.98
O  1.13  -1.70  1.07
P  1.13  -0.36  0.54
Cl  2.75  0.66  0.98
H  -1.24  -0.53  -1.36
H  -0.48  -2.87  -2.73
H  -1.64  -0.94  1.21
H  0.92  0.82  -1.51
H  1.89  -3.00  -2.87
H  -3.23  0.99  2.34
H  0.57  2.61  1.25
H  -2.18  2.94  1.33
H  -1.42  2.60  3.04
H  3.09  -0.83  -1.93

No. 4
C6H16O2 | ωB97M-V/def2-TZVPD

- ΔE to the lowest compared entry with this formula, charge and spin (kcal per mole) = 31.5
- total energy (eV) = -10575.1763
- LUMO (eV) = 0.83
- structure (SMILES) = CC[C@@H](C)CCO.O

Cartesian coordinates (Å):
C  -1.25  1.31  -1.06
O  -1.90  2.51  -0.51
C  0.25  1.31  -0.91
C  0.71  0.46  0.38
C  2.03  1.04  0.89
C  0.98  -0.96  -0.16
C  0.45  -2.14  0.72
H  -1.51  1.31  -2.12
H  -1.79  0.63  -0.39
H  -1.27  3.22  -0.51
H  0.69  0.79  -1.75
H  0.58  2.35  -0.83
H  -0.19  0.60  0.98
H  2.86  0.86  0.20
H  2.34  0.60  1.84
H  2.08  2.11  1.05
H  2.05  -1.19  -0.07
H  0.79  -1.14  -1.21
H  -0.07  -1.79  1.61
H  1.29  -2.73  1.08
H  -0.24  -2.80  0.21
H  -2.40  -2.60  -0.13
H  -3.39  -1.45  0.19
O  -3.09  -2.32  0.49

No. 5
C3H10NO | ωB97M-V/def2-TZVPD

- charge = +1
- ΔE to the lowest compared entry with this formula, charge and spin (kcal per mole) = 29.4
- total energy (eV) = -6803.0349
- LUMO (eV) = -5.43

Cartesian coordinates (Å):
C  2.76  0.52  -0.58
N  1.73  1.23  -0.32
H  2.62  -0.52  -0.84
H  3.76  0.92  -0.48
H  0.79  0.88  -0.08
H  1.93  2.11  0.14
C  -1.93  -0.21  0.25
O  -0.97  0.86  0.40
C  -1.21  -1.51  -0.06
H  -2.60  0.12  -0.54
H  -2.52  -0.40  1.15
H  -1.29  1.48  1.07
H  -0.64  -1.49  -0.98
H  -1.93  -2.29  0.09
H  -0.52  -1.69  0.78

No. 6
C4H3FHgO5 | ωB97M-V/def2-TZVPD

- ΔE to the lowest compared entry with this formula, charge and spin (kcal per mole) = 0.0
- total energy (eV) = -21323.9920
- LUMO (eV) = -1.26

Cartesian coordinates (Å):
C  -1.12  -0.22  -0.14
C  -0.39  -1.37  0.53
F  -2.39  -0.15  0.39
H  -1.21  -0.31  -1.23
H  -0.25  -1.13  1.59
H  -1.02  -2.26  0.45
O  0.84  -1.69  -0.09
C  1.96  -0.88  0.09
O  2.99  -1.38  -0.30
O  0.63  2.80  -0.01
Hg  1.61  1.17  0.65
O  -0.88  2.30  -1.60
O  -0.45  0.95  0.19
C  -0.34  2.17  -0.53

No. 7
C20H11AuCl5O3 | ωB97M-V/def2-TZVPD

- charge = -1
- total energy (eV) = -93367.5915
- LUMO (eV) = 2.41

Cartesian coordinates (Å):
Au  2.34  1.24  0.75
O  -0.76  0.42  -1.00
C  -1.30  -0.06  0.19
C  -0.62  0.42  1.53
O  -1.03  -0.10  2.56
O  0.32  1.29  1.37
C  -2.73  0.42  0.29
C  -3.76  -0.34  -0.21
C  -5.12  0.04  -0.12
C  -5.45  1.26  0.41
C  -4.41  2.15  0.79
C  -3.08  1.73  0.66
C  -1.17  -1.59  0.17
C  -0.14  -2.24  -0.58
C  -0.07  -3.61  -0.51
C  -0.98  -4.40  0.19
C  -2.00  -3.79  0.92
C  -2.03  -2.40  0.94
H  -0.18  1.15  -0.83
H  -3.59  -1.35  -0.65
H  -5.90  -0.64  -0.50
H  -6.51  1.62  0.44
H  -4.64  3.11  1.19
H  -2.32  2.49  0.85
H  0.55  -1.63  -1.08
H  0.81  -4.00  -1.01
H  -0.99  -5.49  0.06
H  -2.80  -4.34  1.46
H  -2.78  -1.90  1.52
Cl  3.56  4.14  0.51
C  4.48  2.90  -0.29
C  4.05  1.59  -0.27
C  4.66  0.51  -0.91
Cl  3.95  -1.04  -0.98
C  5.98  0.74  -1.30
Cl  7.01  -0.63  -1.71
C  6.53  2.04  -1.26
Cl  8.15  2.39  -1.68
C  5.73  3.13  -0.88
Cl  6.28  4.75  -0.99

No. 8
C3H3LiO2Sn | ωB97M-V/def2-TZVPD

- charge = +2
- total energy (eV) = -13271.0082
- LUMO (eV) = -10.85

Cartesian coordinates (Å):
O  -0.76  1.71  0.70
C  -0.02  0.79  0.37
C  0.49  0.59  -1.04
H  1.47  1.06  -1.13
H  0.62  -0.47  -1.25
H  -0.21  0.96  -1.78
O  0.21  -2.47  0.73
C  0.38  -3.37  0.06
Sn  0.14  -0.69  1.76
Li  -2.32  1.90  1.57

No. 9
C2H7NS | ωB97M-V/def2-TZVPD

- ΔE to the lowest compared entry with this formula, charge and spin (kcal per mole) = 53.7
- total energy (eV) = -14510.3343
- LUMO (eV) = 0.78
- structure (SMILES) = C=CN.S

Cartesian coordinates (Å):
S  3.02  -1.68  -1.82
H  3.28  -2.69  -0.97
C  -2.45  1.41  0.95
C  -3.31  1.45  1.99
N  -1.06  1.13  1.23
H  -2.67  1.41  -0.12
H  -3.94  2.32  2.17
H  -3.12  0.70  2.75
H  -0.56  1.97  0.97
H  -0.68  0.40  0.62
H  2.09  -2.38  -2.46

No. 10
C17H22N2O5S2SiW | ωB97M-V/def2-TZVPD

- spin multiplicity = 2
- charge = +1
- ΔE to the lowest compared entry with this formula, charge and spin (kcal per mole) = 25.0
- total energy (eV) = -62570.5723
- <S²> = 0.757
- LUMO (spin up / spin down) (eV) = -4.91 / -4.73

Cartesian coordinates (Å):
W  0.73  -0.91  -1.28
C  -3.28  3.96  3.27
C  -2.64  3.22  2.13
C  -1.39  3.59  1.64
C  -0.85  2.96  0.53
C  -1.56  1.94  -0.08
C  -2.80  1.54  0.40
C  -3.33  2.18  1.50
S  -1.01  1.23  -1.60
O  -1.52  1.98  -2.69
O  -1.40  -0.21  -1.52
N  0.63  1.16  -1.58
C  1.22  1.58  -2.87
C  1.24  0.37  -3.81
O  1.61  0.36  -4.94
O  0.83  -0.74  -3.13
H  -2.53  4.45  3.89
H  -3.87  3.29  3.90
H  -3.95  4.72  2.88
H  -0.84  4.38  2.13
H  0.12  3.26  0.15
H  -3.33  0.74  -0.10
H  -4.30  1.87  1.88
H  2.25  1.92  -2.72
H  0.65  2.38  -3.33
O  0.42  -0.27  0.52
N  -0.43  -0.77  1.43
C  -0.73  -0.02  2.51
C  -1.54  -0.53  3.47
C  -2.05  -1.83  3.34
C  -1.71  -2.57  2.23
C  -0.88  -2.04  1.25
S  -0.35  -2.85  -0.16
H  -0.29  0.97  2.53
H  -1.79  0.08  4.33
H  -2.69  -2.24  4.10
H  -2.08  -3.58  2.09
C  1.89  -3.54  -2.29
Si  2.90  -2.11  -1.41
C  3.88  -2.99  -0.05
C  4.15  -1.56  -2.74
H  2.50  -3.99  -3.07
H  0.97  -3.20  -2.78
H  1.61  -4.32  -1.58
H  4.37  -3.87  -0.48
H  3.26  -3.32  0.78
H  4.67  -2.34  0.35
H  4.78  -2.41  -3.00
H  4.80  -0.75  -2.40
H  3.64  -1.22  -3.64

No. 11
C3H10NO | ωB97M-V/def2-TZVPD

- charge = +1
- ΔE to the lowest compared entry with this formula, charge and spin (kcal per mole) = 47.6
- total energy (eV) = -6802.2478
- LUMO (eV) = -5.03

Cartesian coordinates (Å):
C  -0.33  -1.80  -1.04
O  0.92  -1.06  -1.34
H  -1.16  -1.47  -1.58
H  -0.23  -2.86  -1.45
H  -0.60  -1.92  0.01
H  1.13  -1.31  -2.28
C  -0.19  1.94  0.20
C  0.04  0.35  1.86
N  0.29  0.68  0.67
H  0.27  2.15  -0.85
H  0.05  2.83  0.85
H  -1.23  1.87  0.15
H  -0.51  1.03  2.46
H  0.63  -0.41  2.29
H  0.93  -0.01  0.06

No. 12
C30H35F9O24S5 | ωB97M-V/def2-TZVPD

- total energy (eV) = -159447.9237
- LUMO (eV) = -0.65
- structure (SMILES) = O=C(O)CCCC1=CC(=O)c2ccc(CCC(F)(F)C(F)(F)C(F)(F)C(F)(F)F)cc2C1=O.O=S1(=O)OCCO1.O=S1(=O)OCCO1.O=S1(=O)OCCO1.O=S1(=O)OCCO1.O=S1(=O)OCCO1

Cartesian coordinates (Å):
O  -6.02  3.09  -0.58
C  -5.11  2.82  0.14
O  -4.89  3.52  1.31
C  -4.12  1.73  -0.14
C  -2.76  2.29  -0.59
C  -1.86  1.12  -1.03
C  -1.00  1.41  -2.23
C  -1.10  0.71  -3.36
C  -0.25  0.97  -4.54
O  -0.56  0.55  -5.64
C  0.99  1.75  -4.30
C  2.04  1.73  -5.20
C  3.20  2.44  -4.93
C  3.32  3.18  -3.75
C  4.56  3.94  -3.37
C  5.73  3.86  -4.36
C  6.71  4.99  -4.12
F  6.17  6.17  -4.54
F  6.97  5.11  -2.79
C  8.07  4.75  -4.83
F  8.82  3.97  -4.04
F  7.86  4.08  -5.98
C  8.90  6.05  -5.14
F  8.61  7.01  -4.24
F  10.21  5.75  -5.01
C  8.70  6.61  -6.58
F  9.49  5.96  -7.44
F  9.03  7.91  -6.59
F  7.43  6.49  -6.97
C  2.25  3.21  -2.86
C  1.10  2.50  -3.13
C  -0.02  2.53  -2.16
O  -0.14  3.43  -1.35
H  -4.07  4.02  1.23
H  -4.50  1.12  -0.96
H  -3.98  1.07  0.71
H  -2.28  2.76  0.26
H  -2.89  3.03  -1.37
H  -2.44  0.23  -1.26
H  -1.20  0.88  -0.19
H  -1.82  -0.09  -3.46
H  1.92  1.15  -6.10
H  4.01  2.42  -5.64
H  4.29  4.99  -3.20
H  4.90  3.55  -2.41
H  6.24  2.91  -4.24
H  5.37  3.95  -5.38
H  2.34  3.78  -1.95
C  -2.52  -1.88  4.78
C  -3.87  -1.52  4.20
O  -3.59  -0.36  3.39
S  -2.14  -0.49  2.75
O  -2.27  -0.98  1.42
O  -1.43  0.71  3.02
O  -1.60  -1.64  3.69
H  -2.25  -1.23  5.61
H  -2.46  -2.93  5.07
H  -4.60  -1.25  4.96
H  -4.26  -2.31  3.56
C  0.95  3.27  3.56
C  2.13  2.49  4.10
O  2.93  2.23  2.93
S  2.80  3.45  1.91
O  3.91  4.33  2.06
O  2.44  2.92  0.64
O  1.52  4.13  2.57
H  0.22  2.61  3.08
H  0.45  3.87  4.32
H  1.84  1.54  4.55
H  2.72  3.08  4.81
C  -5.04  -6.41  6.44
C  -3.99  -7.45  6.09
O  -3.66  -7.15  4.71
S  -3.76  -5.59  4.46
O  -2.47  -4.99  4.57
O  -4.56  -5.35  3.31
O  -4.57  -5.22  5.78
H  -6.02  -6.67  6.04
H  -5.11  -6.22  7.51
H  -4.35  -8.46  6.16
H  -3.09  -7.33  6.69
C  0.42  -0.32  -8.72
C  0.70  -1.36  -9.79
O  2.09  -1.17  -10.11
S  2.89  -0.72  -8.80
O  3.50  -1.85  -8.21
O  3.63  0.45  -9.11
O  1.61  -0.33  -7.92
H  0.29  0.67  -9.15
H  -0.43  -0.57  -8.09
H  0.10  -1.22  -10.69
H  0.57  -2.38  -9.41
C  -7.28  -8.70  10.80
C  -6.15  -9.46  11.45
O  -5.27  -9.78  10.36
S  -5.30  -8.61  9.28
O  -4.21  -7.73  9.48
O  -5.56  -9.19  8.01
O  -6.62  -7.89  9.81
H  -7.98  -9.37  10.29
H  -7.82  -8.06  11.49
H  -6.47  -10.39  11.93
H  -5.60  -8.85  12.17